A molecular structure, C43H41BN12O4PbSe, computed with ωB97M-V/def2-TZVPD.

Last column: Mulliken charge in e.
Cartesian coordinates (Å):
Pb -0.26966 0.34033 -0.03581  1.23
Se -1.32756 -0.74359 4.48277  0.20
O 0.51380 0.95425 5.15875  -0.68
O 1.78277 0.87589 -0.86104  -0.11
O 3.84355 1.72972 -0.96153  -0.80
O -0.05329 -0.12469 3.31207  0.12
N -1.97975 -2.95333 2.56163  -0.46
N 1.82219 1.11519 1.86721  1.03
N -2.13405 1.82497 -2.61180  -0.12
N 2.67713 -2.12443 -0.27695  -0.05
N 3.40081 -2.95276 0.37636  -1.03
N 1.55402 -1.82932 0.41339  1.19
N 2.76045 -3.21155 1.52960  1.00
N 0.06461 0.74188 -3.17823  1.43
N -2.46865 1.20915 -1.45409  1.15
N -0.27510 2.77614 -0.59240  -0.16
N -0.22522 -0.30668 -2.37042  -0.63
N -0.02566 3.00026 -1.89980  1.33
C -4.65532 -0.03340 2.05734  -0.63
C 3.93128 2.42881 3.11596  -0.85
C 0.12350 -2.71237 -2.30441  0.60
C -3.79307 1.15596 -1.41765  -0.12
C 0.68563 4.13455 -2.04568  0.79
C -3.96687 0.53682 0.99836  0.89
C 1.38048 1.23950 -5.24399  -1.61
C -3.24477 2.15865 -3.30639  0.66
C 1.04164 -3.74016 -2.50124  -0.63
C 1.14105 4.65463 -3.36624  -1.47
C -1.01952 3.25877 2.14876  -0.23
C 0.81769 -4.99264 -1.95336  -0.66
C 0.89208 4.67000 -0.78751  -1.14
C -1.02412 -2.96057 -1.55404  -0.31
C 2.70181 -5.58902 2.27958  0.94
C 1.03655 -1.03447 -4.05869  -1.18
C 0.08101 3.87159 1.54659  0.61
C 0.83649 0.32682 -4.19933  0.91
C 2.87205 1.93330 3.86583  -0.81
C 0.97277 4.58421 2.34118  -0.52
C 0.77470 4.67532 3.71197  -0.97
C -5.90430 -0.60269 1.85385  -0.56
C -0.31841 -5.22916 -1.18889  -0.40
C -6.45761 -0.59291 0.58151  -0.72
C 3.15589 -6.17903 0.94959  -1.34
C -5.76682 -0.02352 -0.47702  -0.84
C -1.23880 -4.20940 -0.98999  -0.64
C 0.73711 0.72056 3.99334  0.11
C -1.71841 -2.10194 3.29147  0.36
C 3.26425 -4.18195 2.49089  -1.43
C 2.83634 1.59116 1.15696  0.59
C 3.91453 2.25227 1.74856  -0.91
C -1.20804 3.33840 3.51926  -0.73
C 0.34445 -1.38759 -2.89876  -0.28
C 0.26130 3.78342 0.09145  -0.53
C 1.62061 -2.51855 1.52338  -1.39
C -4.50997 0.54663 -0.28513  0.41
C 1.18138 -5.61866 2.40959  -1.23
C -3.21242 2.85492 -4.62573  -1.50
C 1.85514 1.28479 3.19077  0.54
C 2.83584 1.38533 -0.36196  -0.55
C -4.33555 1.73894 -2.57636  -1.41
C -0.30940 4.04741 4.30713  -0.39
B -0.66305 2.09867 -2.99243  -1.65
H 2.17878 1.85476 -4.82543  0.18
H -2.75308 3.84098 -4.54697  0.26
H 4.34853 -4.17470 2.38982  0.42
H 1.94436 -3.54602 -3.06617  0.31
H -0.62187 2.69220 -4.02767  -0.20
H -7.43053 -1.03543 0.41006  0.40
H -3.00565 1.00239 1.17397  -0.09
H -4.22967 2.97956 -4.99280  0.39
H -6.44369 -1.04664 2.68041  0.40
H 2.78987 -5.58050 0.11469  0.09
H 2.81810 2.04166 4.93948  0.58
H -1.76199 -2.17507 -1.43323  0.80
H 0.88965 -2.53060 2.31235  0.51
H 4.70736 2.59595 1.09962  0.62
H -0.45445 4.10827 5.37766  0.41
H 1.85752 3.97279 -3.82500  0.14
H -4.21790 -0.02272 3.04811  0.38
H 1.62909 5.61769 -3.22892  0.44
H 1.53478 -5.78680 -2.11994  0.45
H 3.00907 -3.81315 3.48524  0.38
H 2.76567 -7.19099 0.83169  0.43
H 3.13012 -6.18637 3.09148  0.28
H 1.39367 5.59387 -0.55452  0.55
H 4.24388 -6.22164 0.87946  0.39
H 1.47680 5.23298 4.31937  0.41
H 0.84106 -5.15166 3.33734  0.33
H 0.69955 -5.10710 1.57320  0.08
H -1.74865 2.75720 1.52353  0.92
H -2.07005 2.86284 3.97182  0.52
H 1.83154 5.05974 1.88312  0.40
H -2.13145 -4.38726 -0.40501  0.36
H 0.61580 1.90292 -5.64543  0.28
H 0.30851 4.78196 -4.05771  0.23
H -2.64795 2.28481 -5.36407  0.29
H -5.37238 1.86403 -2.83863  0.54
H 1.79934 0.65378 -6.06011  0.43
H -0.49072 -6.20794 -0.75828  0.44
H -6.19894 -0.03532 -1.46978  0.42
H 1.58155 -1.67868 -4.72707  0.52
H 0.82223 -6.64825 2.40680  0.48
H 4.75263 2.94160 3.59935  0.44

Forces on atoms 1 to 2 (eV/Å):
0.2 -0.1 0.1
0.0 -0.1 0.0

Computed properties:
HOMO: -8.090 eV
LUMO: -0.9 eV
HOMO-LUMO gap: 7.2 eV
Relative energy (zero: lowest compared OMol25 entry of this formula, charge and spin): 3.2 kcal/mol
Energy: -5240.522999 Eh



A molecular structure, C43H42InO6SSb2 in a non-equilibrium geometry, computed with ωB97M-V/def2-TZVPD.

Last column: Mulliken charge in e.
Cartesian coordinates (Å):
Sb 0.09230 -1.17208 -1.89472  0.53
Sb 0.39151 3.00199 0.43369  0.30
In 1.24346 -1.74139 1.20814  1.52
S 2.46654 -3.69516 -0.12200  -0.27
O -2.14267 -2.21430 1.67613  -0.50
O 0.65398 -2.07541 3.21567  -0.58
O 0.48761 -0.37857 4.74904  -0.74
O 3.86521 -0.46706 0.51068  -0.63
O -1.43218 2.01382 1.52251  -0.50
O 0.21571 0.46619 1.54739  -0.50
C 3.68925 5.04561 2.72569  -0.60
C 2.61148 -0.71099 -3.68160  -0.30
C -1.07636 0.60305 -1.77495  -0.36
C -0.63777 4.90865 0.70209  0.26
C 1.40505 0.39940 -5.84963  -1.00
C 0.02203 -1.11948 3.88840  -0.12
C -2.61472 -2.85163 -4.86017  -0.59
C 0.23944 -5.31739 -0.21715  -0.20
C -1.44763 -2.55020 -4.17391  -0.23
C 2.30800 3.36157 1.59922  0.34
C 3.44195 -0.17813 -4.66955  -0.70
C 0.59145 2.64297 -1.82842  -1.43
C 0.80283 -6.50382 2.30002  -0.69
C 4.71680 3.38398 1.32157  -0.80
C -1.94752 -0.03814 2.60849  -0.03
C -3.58006 -2.24215 3.53732  -1.09
C -4.15617 -1.21529 2.44684  -1.22
C -2.63446 -2.61722 -2.08964  -0.51
C 1.41198 -4.92384 0.52740  0.01
C -2.09478 7.14493 0.15761  -0.39
C 2.44225 4.47254 2.38271  -0.10
C -0.95982 0.82687 1.79073  -0.01
C 0.04893 6.01217 0.29346  -0.30
C -1.46267 -2.40905 -2.79717  -0.31
C -2.82490 -0.93400 1.66980  0.07
C 3.76996 -0.87607 2.92617  -0.93
C 4.88807 4.47791 2.19464  -0.49
C -0.69975 7.16377 -0.07554  -0.71
C -3.82598 -2.91295 -4.14966  -0.37
C 3.31574 -0.94151 1.50379  0.65
C -2.74258 6.03860 0.68784  -0.43
C -1.48113 -1.05084 3.70912  0.01
C 2.79441 0.38124 -5.80533  -0.39
C -2.12726 -2.37220 3.16433  0.18
C -0.23991 -6.97591 1.49940  -0.41
C -3.83275 -2.83692 -2.76406  -0.56
C -0.50958 -6.38890 0.24095  -0.67
C 1.22580 -0.68906 -3.68041  -0.01
C 3.45295 2.79942 1.06436  -0.20
C -0.62492 1.92758 -2.34036  -0.55
C 0.64053 -0.03036 -4.75752  0.00
C -1.99539 4.88789 1.06782  -0.51
C 1.62590 -5.47509 1.79901  -0.10
H 4.71620 -1.44050 2.95354  0.34
H -2.52951 -2.52014 -1.02731  0.88
H -1.69752 -3.36607 3.44043  0.51
H -3.04916 -0.66351 0.63932  0.70
H 3.98362 0.21814 3.19075  0.18
H -4.79048 -2.89991 -2.19338  0.35
H 1.15717 6.01225 0.29134  0.31
H 3.39853 0.73665 -6.61608  0.40
H -0.50994 1.79088 -3.46180  0.23
H 0.08078 -4.91058 -1.24460  0.25
H -1.89703 -0.80024 4.67951  0.65
H -2.56401 0.78791 3.01251  0.34
H 3.37208 1.82279 0.55660  0.24
H -1.31517 -6.67970 -0.38489  0.45
H -3.75944 -1.96158 4.55671  0.43
H 3.15746 -1.21423 -2.88745  0.28
H 4.50681 -0.27180 -4.54165  0.45
H -4.66609 -0.35209 2.83286  0.45
H -4.05822 -3.19823 3.29896  0.37
H -3.83171 5.97034 0.69630  0.33
H -2.71298 7.98182 -0.17904  0.31
H -0.49293 -2.50273 -4.71868  0.49
H -2.46234 4.08139 1.66140  0.32
H 1.51196 2.01999 -1.87634  0.27
H -2.60308 -3.08304 -5.96180  0.33
H -1.43878 2.66980 -2.28662  0.47
H 5.59150 2.93912 0.90300  0.42
H 3.69991 5.91823 3.36587  0.37
H -0.44769 0.14675 -4.76893  0.55
H -4.80543 -3.07587 -4.65536  0.29
H 0.91405 0.87547 -6.68837  0.35
H 0.77565 3.65912 -2.15634  0.64
H -0.79959 -7.92491 1.77617  0.25
H -0.22297 8.01591 -0.50080  0.41
H -1.86435 0.21614 -2.40594  0.78
H 2.94668 -1.30027 3.56894  0.21
H 1.58939 4.81115 3.00640  0.26
H 1.05214 -7.05781 3.17138  0.49
H 5.86735 4.93335 2.41789  0.34
H -1.31872 0.58722 -0.74862  -0.26
H -4.77784 -1.78888 1.79348  0.37
H 2.52349 -5.23741 2.35044  0.37

Forces on atoms 1 to 2 (eV/Å):
1.1 -0.6 0.2
0.9 -1.4 0.4

Computed properties:
Net charge: -1
HOMO (alpha / beta): -2.280 / -2.280 eV
LUMO (alpha / beta): 1.8 / 1.8 eV
HOMO-LUMO gap (alpha / beta): 4.1 / 4.1 eV
Relative energy (zero: lowest compared OMol25 entry of this formula, charge and spin): 98.5 kcal/mol
Energy: -3183.854160 Eh



A molecular structure, C43H42N5P2SW in a non-equilibrium geometry, computed with ωB97M-V/def2-TZVPD.

Last column: Mulliken charge in e.
Cartesian coordinates (Å):
W 0.52185 1.97911 0.31584  0.83
S -0.60473 -5.13034 -1.95813  -0.10
P 0.47763 -0.31436 1.50457  -0.02
P -0.46966 0.06237 -1.05156  -0.14
N 4.24611 -2.61936 -2.04781  -0.60
N 4.06202 -0.27791 -1.25144  -0.89
N 0.08095 -1.11666 0.04464  0.56
N -1.04196 2.79735 0.48321  0.59
N 2.22237 1.03628 -0.38611  0.13
C 1.17594 -0.91341 -3.20885  -0.17
C -3.31064 0.09014 4.10620  -0.82
C -4.49754 -1.80697 -2.19080  -0.72
C -2.32506 3.34238 0.49193  0.33
C -2.29516 1.03559 4.16249  -0.61
C 1.86690 3.99865 0.20097  -0.65
C 3.13992 3.81959 -0.40064  1.31
C -1.04799 -0.20711 2.50258  0.90
C -0.64362 -3.52360 0.33953  -0.60
C 4.15044 -1.52389 -1.68709  0.51
C 0.98020 1.53936 -4.50724  -0.68
C -3.45314 -1.83759 -3.10252  -0.83
C -2.57074 4.59105 -0.07406  -0.61
C 1.51257 -1.48851 2.40456  0.89
C 1.92717 -2.96995 4.25135  -0.80
C 2.78091 -1.78091 1.89387  -0.60
C 3.60105 -2.68791 2.54277  -0.77
C -3.19222 -1.00751 3.26199  -0.76
C 0.36899 1.35270 -3.27630  -0.96
C 1.11719 -5.30726 -2.49086  -0.60
C 4.14471 3.22415 0.32922  -0.62
C -4.34343 -1.14661 -0.97683  -1.10
C -3.85361 5.11317 -0.07129  -0.65
C -2.06149 -1.16115 2.47192  -0.23
C -2.24501 -1.21792 -2.80741  -0.67
C 3.93130 2.79219 1.64282  -0.63
C 1.71038 0.50493 -5.07963  -0.80
C -0.37806 -4.94127 -0.16118  -1.09
C -3.13833 -0.53924 -0.67273  0.23
C -4.65384 3.15381 1.06660  -1.00
C 2.71419 3.00453 2.25383  -0.58
C 0.45868 0.12160 -2.61892  0.75
C 1.81410 -0.71444 -4.42643  -0.75
C 0.29512 -2.53205 -0.32200  -0.44
C -2.07642 -0.58576 -1.57917  0.91
C 1.66996 3.64368 1.56087  -0.90
C -3.37063 2.63409 1.08052  0.68
C -4.90073 4.39374 0.48890  -0.53
C -1.17118 0.88864 3.36103  -0.89
C 3.07352 0.35212 -0.83374  0.84
C 1.09722 -2.06530 3.60245  -0.64
C 3.17020 -3.28626 3.72052  -0.68
C 3.36679 4.31905 -1.79783  -1.53
H 1.60088 -3.42740 5.17636  0.46
H 2.70017 3.81744 -2.50504  0.23
H -1.74693 5.14207 -0.51172  0.41
H -5.43611 -2.29239 -2.42802  0.42
H -0.51039 -3.50102 1.42619  0.35
H 3.16721 5.39181 -1.85946  0.40
H -3.01701 -0.02488 0.27025  0.46
H 2.39449 -1.51974 -4.85894  0.50
H 0.13536 -2.61122 -1.39562  0.27
H -5.90450 4.79880 0.48015  0.40
H -5.46432 2.59539 1.51818  0.44
H 2.19965 0.65008 -6.03422  0.40
H -1.97383 -2.01919 1.81781  0.48
H -1.44593 -1.23763 -3.53572  0.46
H 3.81019 -3.99574 4.22976  0.42
H -3.98154 -1.74866 3.22375  0.50
H 2.57523 2.74374 3.29499  0.46
H -3.15189 1.68397 1.55643  0.08
H 4.73532 2.31746 2.19020  0.46
H -1.05532 -5.64368 0.32106  0.48
H 1.33252 -2.81127 -0.12579  0.34
H 1.19624 4.71959 -0.24940  0.64
H 1.70688 -4.41209 -2.28949  0.02
H 0.89141 4.12681 2.12931  0.64
H -5.16413 -1.10700 -0.27077  0.49
H 0.64485 -5.24695 0.07113  0.48
H -0.38254 1.62957 3.40075  0.39
H -0.18583 2.16499 -2.81968  0.52
H 1.26553 -1.87654 -2.72620  0.57
H -1.67649 -3.24289 0.10951  0.19
H 1.09261 -5.48248 -3.56603  0.36
H 0.13126 -1.82308 4.02450  0.47
H 0.88480 2.48797 -5.02146  0.50
H 1.57513 -6.16887 -2.00630  0.34
H -2.38276 1.88932 4.82299  0.46
H 5.11987 3.08395 -0.12332  0.37
H -3.57208 -2.34993 -4.04838  0.46
H 3.12570 -1.30670 0.98234  0.19
H 4.57489 -2.92451 2.13454  0.49
H -4.19787 0.21209 4.71621  0.41
H -4.03754 6.08563 -0.50970  0.41
H 4.39359 4.14617 -2.11580  0.37

Forces on atoms 1 to 2 (eV/Å):
-1.8 -0.4 -0.8
0.1 0.0 0.0

Computed properties:
Net charge: +1
HOMO (alpha / beta): -10.047 / -10.440 eV
LUMO (alpha / beta): -3.7 / -4.0 eV
HOMO-LUMO gap (alpha / beta): 6.3 / 6.5 eV
Relative energy (zero: lowest compared OMol25 entry of this formula, charge and spin): 26.3 kcal/mol
Energy: -3085.339483 Eh